C51H30Cl4F5N6W as an isolated structure in a non-equilibrium geometry. Source: the Open Molecules 2025 dataset; level of theory: ωB97M-V with the def2-TZVPD basis set.

Calculated values
net charge = +3
LUMO energy (alpha / beta) = -0.399 / -0.399 Ha
E_HOMO (alpha / beta) = -14.93 / -14.93 eV
F_max = 4.589 eV/A
total energy = -127788.492 eV

CARTESIAN COORDINATES (ANGSTROEM)
W 0.24152 0.21489 0.07503
Cl 8.69760 1.42600 -2.27471
C 7.18440 1.22439 -1.45620
C 6.39473 2.34323 -1.09848
C 5.20643 2.19585 -0.53967
C 4.77947 0.88405 -0.16511
C 5.53044 -0.22725 -0.55945
C 6.72789 -0.09431 -1.27283
C 3.54368 0.65053 0.43085
C 2.99434 -0.59766 0.88996
C 3.75055 -1.60013 1.53243
C 2.98867 -2.57614 1.93992
C 1.64736 -2.30914 1.43847
C 0.60350 -3.18549 1.34787
C 0.75032 -4.62869 1.64499
C -0.09059 -5.24698 2.59055
C 0.09416 -6.56855 2.88718
C 0.99215 -7.30289 2.08481
Cl 1.27770 -8.93990 2.35929
C 1.71145 -6.64912 1.08329
C 1.56878 -5.31682 0.82513
C -0.64815 -2.73125 0.71288
N -0.94233 -1.43140 0.48686
C -2.30652 -1.47701 0.06597
C -3.16647 -0.42841 0.13865
C -4.58289 -0.69091 -0.23218
C -4.84015 -1.24376 -1.49883
C -6.09856 -1.70848 -1.84940
C -7.13194 -1.70987 -0.91072
Cl -8.71388 -2.38394 -1.31172
C -6.97552 -1.03646 0.29559
C -5.69268 -0.48289 0.60584
C -2.76446 0.86157 0.73534
C -3.61777 1.97758 0.85773
C -2.85436 2.95851 1.41792
C -1.52120 2.43364 1.57589
N -1.46088 1.11532 0.98486
C -0.47269 3.07323 2.12411
C 0.86487 2.66410 1.90196
C 2.11476 3.31495 2.38857
C 3.24523 2.81312 1.67518
C 2.69728 1.77739 0.86870
N 1.24751 1.65793 0.95618
C -0.73841 4.27502 2.95241
C -0.04514 5.46177 2.78092
C -0.28186 6.58224 3.53673
C -1.39714 6.55067 4.36046
Cl -1.98975 7.97142 5.15969
C -2.08157 5.37094 4.59409
C -1.70963 4.24734 3.92262
C -2.76202 -2.76811 0.09892
C -1.73434 -3.59391 0.46535
N 1.66386 -0.90846 0.89385
H 6.84796 3.29387 -1.31521
H 4.58221 3.07666 -0.40929
H 5.07985 -1.17724 -0.50795
H 7.33611 -0.91508 -1.66621
H 4.80850 -1.60398 1.84440
H 3.29195 -3.48345 2.41801
H -0.79615 -4.65288 3.21558
H -0.38305 -7.01268 3.72957
H 2.26772 -7.30694 0.38602
H 2.09823 -4.77346 0.03303
H -4.04873 -1.21889 -2.23667
H -6.35330 -1.98437 -2.81862
H -7.70174 -0.93252 1.04155
H -5.58263 -0.02654 1.58154
H -4.63638 2.00309 0.47562
H -3.06113 3.89209 1.88355
H 2.12611 4.23243 3.02605
H 4.19838 3.22827 1.89332
H 0.70427 5.46286 2.03721
H 0.32406 7.47688 3.40789
H -2.85904 5.28671 5.32248
H -2.13919 3.23443 4.09918
H -3.75296 -3.09507 -0.13340
H -1.74673 -4.62691 0.68295
F 4.38689 -1.94844 -7.90695
C 4.62081 -2.92663 -7.11621
F 1.41217 0.23151 -1.44888
C 3.35960 -3.09267 -6.23109
F 2.16492 -2.66113 -6.56001
F 3.20300 -4.44717 -5.93960
F 3.79191 -2.37866 -5.14767
N -3.02471 2.48730 -4.80497
C -2.23967 1.97964 -3.79954
C -2.01051 2.79460 -2.68490
C -1.38396 2.24161 -1.61875
N -1.05835 0.90076 -1.50936
C -1.22596 0.20948 -2.65589
C -1.78466 0.66233 -3.76818
H -3.08072 3.47739 -4.98181
H -3.21056 1.94098 -5.63292
H -2.24832 3.85978 -2.66950
H -1.22664 2.88173 -0.72816
H -0.89141 -0.86095 -2.68280
H -2.05592 0.06353 -4.62112

---

C51H32BrF15GeN9O2S3W as an isolated structure. Source: the Open Molecules 2025 dataset; level of theory: ωB97M-V with the def2-TZVPD basis set.

Calculated values
net charge = +1
<S²> = 2.02
LUMO energy (alpha / beta) = -0.091 / -0.116 Ha
E_HOMO (alpha / beta) = -9.65 / -9.94 eV
F_max = 0.761 eV/A
total energy = -272560.205 eV
2S+1 = 3

CARTESIAN COORDINATES (ANGSTROEM)
W 1.23779 1.00875 0.00165
Br 1.81908 -1.35926 -1.15476
C 1.27661 -0.84266 -2.89968
C 1.06084 -1.79050 -3.84686
C 0.79817 -1.36309 -5.16947
C 0.83437 -0.03420 -5.47992
C 1.08289 0.94645 -4.48594
C 1.21535 2.32587 -4.80537
C 1.49231 3.22480 -3.82207
C 1.55738 2.80700 -2.47141
C 1.40346 1.49949 -2.09649
C 1.23805 0.54478 -3.14129
H 1.10312 -2.84536 -3.60442
H 0.59553 -2.10144 -5.93383
H 0.68176 0.29320 -6.50166
H 1.11270 2.64033 -5.83750
H 1.62625 4.27309 -4.06181
H 1.72600 3.57279 -1.71959
N -0.38056 3.71316 2.66602
C -0.57515 4.61403 1.63441
C 0.04965 4.08631 0.54915
N 0.61666 2.89108 0.91530
C 0.33900 2.69940 2.18711
C 1.05722 1.62021 2.85964
N 2.03863 1.04798 2.17703
C 2.67728 0.19266 3.05458
C 2.08002 0.29051 4.26964
N 1.05684 1.21726 4.12468
H -0.79864 3.77390 3.58067
H -1.15373 5.51192 1.75855
H 0.11432 4.46337 -0.45609
H 3.49472 -0.43257 2.74610
H 2.26551 -0.22574 5.19496
H 0.33710 1.40902 4.80325
N 3.31774 3.59147 1.55881
C 3.81621 3.13194 0.38750
N 3.45422 2.03190 -0.23413
C 4.31043 1.84523 -1.36372
C 4.37442 0.73360 -2.19400
C 5.25572 0.72421 -3.25916
C 6.10056 1.80428 -3.51272
C 6.08228 2.90084 -2.67465
C 5.18882 2.89292 -1.61043
S 5.03535 4.09949 -0.37586
H 2.93541 2.88869 2.17162
H 3.81864 4.34311 2.00153
H 3.75756 -0.12374 -2.00479
H 5.28634 -0.14347 -3.90615
H 6.78806 1.77437 -4.34787
H 6.75270 3.73607 -2.82996
C -5.31437 2.73924 -2.84679
C -3.85742 3.00786 -2.61120
C -3.22378 4.12545 -3.14930
C -1.89382 4.28942 -2.84062
N -1.20886 3.42926 -2.08305
C -1.89049 2.37925 -1.63619
S -1.18251 1.04734 -0.70789
N -3.19095 2.14088 -1.85571
H -5.62986 3.10407 -3.82407
H -5.91371 3.25621 -2.09411
H -5.51831 1.67396 -2.76671
H -3.75390 4.82813 -3.77744
H -1.33650 5.14111 -3.21983
F -1.24660 -1.74650 -1.64847
C -2.49401 -2.14249 -1.35653
C -3.08646 -1.86504 -0.13378
C -4.35876 -2.38498 0.06267
F -5.01962 -2.15275 1.20974
C -5.02701 -3.12087 -0.89164
F -6.25428 -3.58340 -0.66661
C -4.40364 -3.37474 -2.09980
F -5.02601 -4.09086 -3.02810
C -3.13218 -2.88944 -2.33163
F -2.52150 -3.15728 -3.48602
Ge -2.26100 -0.88577 1.34640
S -0.09009 -0.67974 1.44143
C -2.51735 -2.15329 2.85308
C -3.05606 -1.84068 4.09050
F -3.52995 -0.61714 4.35757
C -3.13838 -2.75173 5.12949
F -3.66154 -2.40434 6.30163
C -2.66413 -4.03511 4.94945
F -2.72617 -4.92011 5.93593
C -2.12711 -4.38717 3.72944
F -1.65520 -5.63297 3.53644
C -2.07021 -3.45403 2.71719
F -1.55714 -3.89606 1.54848
C -3.30743 0.71491 1.77393
C -2.89402 1.53012 2.81564
F -1.89475 1.13779 3.64092
C -3.49318 2.72708 3.12586
F -3.04893 3.47840 4.14908
C -4.58869 3.14235 2.39117
F -5.18757 4.29243 2.67936
C -5.06449 2.34212 1.37633
F -6.14183 2.71876 0.69302
C -4.41383 1.15716 1.07039
F -4.91271 0.46979 0.04328
O 3.24630 -3.13383 3.10480
C 2.97422 -2.92589 1.88673
O 3.18034 -1.91561 1.21100
C 2.31070 -4.11395 1.16763
N 2.19948 -5.18974 2.22198
C 3.06182 -6.34357 1.81700
C 4.06972 -5.70910 0.86960
C 3.20118 -4.72044 0.08545
H 1.33247 -3.79818 0.82435
H 1.24377 -5.45191 2.44324
H 2.62228 -4.59819 3.01950
H 2.44102 -7.06886 1.29410
H 3.49089 -6.80974 2.69931
H 4.56124 -6.44929 0.24273
H 4.83255 -5.17395 1.43831
H 2.59474 -5.25811 -0.64833
H 3.76863 -3.94967 -0.43092